Formula: C5H12N2O
Source: the OMol25 dataset
Level of theory: wB97M-V/def2-TZVPD

```
20
Properties=species:S:1:pos:R:3:lowdin_charge:R:1
N 1.72336 0.86726 1.24736 0.04
C 1.16463 -0.31433 0.56273 -0.28
C 1.42609 -0.43965 -0.86907 -0.04
C 2.53308 -1.13593 0.07823 -0.35
O 3.63155 -0.56525 0.02148 0.02
C -1.78177 0.96036 0.84372 -0.13
N -1.45805 0.00734 -0.24319 -0.11
C -2.64228 -0.29750 -0.95366 -0.22
H 1.45962 1.79570 0.91858 0.07
H 2.73180 0.76815 1.16110 0.06
H 0.33151 -0.90823 0.96030 0.13
H 0.87000 -0.99101 -1.63394 0.11
H 1.84306 0.40639 -1.42418 0.12
H 2.42029 -2.21905 0.10290 0.13
H -2.52379 1.73811 0.62987 0.08
H -1.88090 0.42827 1.76324 0.07
H -0.78843 1.32266 0.51487 0.07
H -2.44746 -1.04495 -1.75944 0.07
H -3.19652 0.53834 -1.41610 0.09
H -3.41580 -0.91666 -0.50479 0.07
```

Properties
calculated total energy	-382.141309	a.u.
net charge	0